No. 1
Density functional theory data (ωB97M-V/def2-TZVPD) for an isolated molecule of C3H3NO.

Values from the calculation:
SMILES string: C#C/C=N/O
Energy relative to the best compared isomer or geometry (same formula, charge and spin) (eV): 3.732
Spin multiplicity: 1
Total energy (eV): -6692.7596
LUMO (eV): 0.84
Molecular weight (g/mol): 69.06
Gap between HOMO and LUMO (eV): 10.48

XYZ file:
```
8
Properties=species:S:1:pos:R:3:lowdin_charge:R:1
C -2.32 -0.19 -0.01 0.101
C -1.19 0.08 0.00 -0.164
C 0.14 0.50 -0.05 -0.194
N 1.00 -0.43 0.00 -0.012
O 2.36 0.00 -0.06 -0.108
H -3.33 -0.70 -0.12 0.076
H 0.39 1.60 0.10 0.146
H 2.94 -0.85 0.14 0.156
```


No. 2
Density functional theory data (ωB97M-V/def2-TZVPD) for a cluster of 2 separate species, C3H3NO in total.

Values from the calculation:
Energy relative to the best compared isomer or geometry (same formula, charge and spin) (eV): 9.566
Spin multiplicity: 1
Total energy (eV): -6686.9263
LUMO (spin up / spin down) (eV): -0.76 / -0.89
Molecular weight (g/mol): 69.06
Gap between HOMO and LUMO (spin up / spin down) (eV): 8.09 / 8.07

XYZ file:
```
8
Properties=species:S:1:pos:R:3:lowdin_charge:R:1
O 0.44 -1.71 0.07 -0.294
C 1.05 -0.62 0.42 0.039
C -0.46 1.80 -0.01 0.077
C -0.68 0.61 0.06 -0.083
N -0.66 -2.22 -0.09 0.129
H 1.72 -0.34 -0.41 0.066
H -0.21 2.84 -0.05 0.036
H -1.20 -0.36 0.01 0.031
```


No. 3
Density functional theory data (ωB97M-V/def2-TZVPD) for an isolated molecule of C3H3NO.

Values from the calculation:
SMILES string: c1cocn1
Energy relative to the best compared isomer or geometry (same formula, charge and spin) (eV): 0.083
Spin multiplicity: 1
Total energy (eV): -6696.4093
LUMO (eV): 1.06
Molecular weight (g/mol): 69.06
Gap between HOMO and LUMO (eV): 10.66

XYZ file:
```
8
Properties=species:S:1:pos:R:3:lowdin_charge:R:1
C 0.61 0.79 0.17 -0.143
C 0.35 -0.31 0.89 -0.110
O -0.59 -1.04 0.23 0.020
C -0.85 -0.30 -0.87 -0.209
N -0.20 0.81 -0.95 0.085
H 1.43 1.48 0.31 0.106
H 0.76 -0.68 1.82 0.118
H -1.52 -0.75 -1.60 0.132
```


No. 4
Density functional theory data (ωB97M-V/def2-TZVPD) for an isolated molecule of C3H3NO.

Values from the calculation:
SMILES string: [O-][NH+]=c1cc1
Energy relative to the best compared isomer or geometry (same formula, charge and spin) (eV): 5.001
Spin multiplicity: 1
Total energy (eV): -6691.4905
LUMO (spin up / spin down) (eV): 0.72 / 0.72
Molecular weight (g/mol): 69.06
Gap between HOMO and LUMO (spin up / spin down) (eV): 8.07 / 8.07

XYZ file:
```
8
Properties=species:S:1:pos:R:3:lowdin_charge:R:1
O 2.29 0.24 0.02 -0.160
N 1.32 -0.56 0.01 -0.164
C 0.12 -0.14 0.09 -0.213
C -1.29 -0.23 -0.04 0.089
C -0.74 0.97 -0.04 0.097
H 1.43 -1.51 -0.09 0.133
H -2.19 -0.80 -0.03 0.099
H -0.94 2.04 0.08 0.119
```


No. 5
Density functional theory data (ωB97M-V/def2-TZVPD) for a structure of composition C3H3NO.

Values from the calculation:
Energy relative to the best compared isomer or geometry (same formula, charge and spin) (eV): 1.862
Spin multiplicity: 1
Total energy (eV): -6694.6296
LUMO (eV): 0.65
Molecular weight (g/mol): 69.06
Gap between HOMO and LUMO (eV): 9.81

XYZ file:
```
8
Properties=species:S:1:pos:R:3:lowdin_charge:R:1
C 1.25 0.11 -0.05 -0.153
C 0.19 0.96 -0.09 -0.011
N -1.83 -0.57 0.10 0.198
C -0.65 -0.18 0.04 -0.352
O 0.63 -1.03 0.06 0.013
H -1.93 -1.58 0.20 0.077
H 2.32 0.28 -0.08 0.133
H 0.03 2.02 -0.17 0.096
```


No. 6
Density functional theory data (ωB97M-V/def2-TZVPD) for an isolated molecule of C3H3NO.

Values from the calculation:
SMILES string: C=COC#N
Energy relative to the best compared isomer or geometry (same formula, charge and spin) (eV): 1.717
Spin multiplicity: 1
Total energy (eV): -6694.7745
LUMO (eV): 0.82
Molecular weight (g/mol): 69.06
Gap between HOMO and LUMO (eV): 11.09

XYZ file:
```
8
Properties=species:S:1:pos:R:3:lowdin_charge:R:1
C -0.34 -0.78 0.62 0.045
C -0.71 0.46 0.36 -0.143
O -0.22 1.07 -0.81 0.023
C 0.94 0.58 -1.13 -0.371
N 1.98 0.12 -1.38 0.175
H 0.07 -1.37 -0.19 0.077
H -0.37 -1.22 1.61 0.072
H -1.35 1.14 0.92 0.123
```


No. 7
Density functional theory data (ωB97M-V/def2-TZVPD) for a cluster of 2 separate species, C3H3NO in total.

Values from the calculation:
SMILES string: C=C=O.C#N
Energy relative to the best compared isomer or geometry (same formula, charge and spin) (eV): 1.450
Spin multiplicity: 1
Total energy (eV): -6695.0421
LUMO (eV): 0.74
Molecular weight (g/mol): 69.06
Gap between HOMO and LUMO (eV): 10.00

XYZ file:
```
8
Properties=species:S:1:pos:R:3:lowdin_charge:R:1
C 0.85 -0.11 -0.22 -0.019
C 2.10 -0.37 -0.07 -0.310
O 3.18 -0.65 0.16 0.197
H 0.39 -0.70 -0.97 0.045
H 0.40 0.63 0.42 0.050
C -2.32 0.40 0.26 -0.079
N -2.19 0.38 -0.87 0.080
H -2.40 0.42 1.28 0.036
```


No. 8
Density functional theory data (ωB97M-V/def2-TZVPD) for an isolated molecule of C3H3NO.

Values from the calculation:
SMILES string: N#C[C@@H]1CO1
Energy relative to the best compared isomer or geometry (same formula, charge and spin) (eV): 1.708
Spin multiplicity: 1
Total energy (eV): -6694.7841
LUMO (eV): 0.71
Molecular weight (g/mol): 69.06
Gap between HOMO and LUMO (eV): 12.16

XYZ file:
```
8
Properties=species:S:1:pos:R:3:lowdin_charge:R:1
N -2.63 -0.22 -0.34 0.137
C -1.48 -0.13 -0.09 -0.134
C -0.06 -0.29 0.45 -0.246
C 1.00 0.40 -0.33 -0.122
O 0.81 -1.01 -0.48 -0.032
H 0.00 -0.51 1.54 0.152
H 1.82 0.73 0.33 0.126
H 0.54 1.02 -1.08 0.119
```


No. 9
Density functional theory data (ωB97M-V/def2-TZVPD) for an isolated molecule of C3H3NO.

Values from the calculation:
SMILES string: O=C1[C@H]2CN12
Energy relative to the best compared isomer or geometry (same formula, charge and spin) (eV): 2.785
Spin multiplicity: 1
Total energy (eV): -6693.7069
LUMO (eV): 0.88
Molecular weight (g/mol): 69.06
Gap between HOMO and LUMO (eV): 10.81

XYZ file:
```
8
Properties=species:S:1:pos:R:3:lowdin_charge:R:1
O 3.19 0.16 -0.15 0.165
C 2.06 -0.04 -0.01 -0.541
C 0.83 0.64 0.27 -0.015
C -0.13 -0.40 -0.21 -0.091
N 1.11 -0.91 0.37 0.120
H 0.54 1.31 1.19 0.157
H -1.10 -0.70 0.23 0.129
H -0.10 -0.65 -1.22 0.076
```


No. 10
Density functional theory data (ωB97M-V/def2-TZVPD) for an isolated molecule of C3H3NO.

Values from the calculation:
SMILES string: N#CCC=O
Energy relative to the best compared isomer or geometry (same formula, charge and spin) (eV): 0.358
Spin multiplicity: 1
Total energy (eV): -6696.1336
LUMO (eV): 0.43
Molecular weight (g/mol): 69.06
Gap between HOMO and LUMO (eV): 11.27

XYZ file:
```
8
Properties=species:S:1:pos:R:3:lowdin_charge:R:1
N 2.32 0.60 -0.29 0.155
C 1.36 -0.01 -0.06 -0.246
C 0.04 -0.62 0.05 -0.120
C -0.95 0.55 0.07 -0.254
O -2.13 0.46 -0.09 0.079
H -0.09 -1.27 -0.83 0.130
H -0.09 -1.26 0.93 0.131
H -0.43 1.51 0.26 0.125
```


No. 11
Density functional theory data (ωB97M-V/def2-TZVPD) for the ion C3H3NO2 with charge -2.

Values from the calculation:
Energy relative to the best compared isomer or geometry (same formula, charge and spin) (eV): 4.007
Spin multiplicity: 1
Charge: -2
Total energy (eV): -8732.9404
LUMO (eV): 7.68
Molecular weight (g/mol): 85.06
Gap between HOMO and LUMO (eV): 5.74

XYZ file:
```
9
Properties=species:S:1:pos:R:3:lowdin_charge:R:1
C 0.04 0.29 1.30 -0.173
C 0.16 -1.77 -0.48 -0.128
C -0.49 -0.41 0.16 -0.531
N -0.54 -2.35 -1.45 -0.569
O -1.67 -2.10 -2.04 -0.278
O 0.12 -3.53 -1.83 -0.398
H 1.03 0.72 0.83 -0.066
H -1.61 -0.73 0.30 0.071
H -0.39 0.01 -0.85 0.072
```


No. 12
Density functional theory data (ωB97M-V/def2-TZVPD) for a cluster of 2 separate species, C3H3NO2 in total.

Values from the calculation:
Energy relative to the best compared isomer or geometry (same formula, charge and spin) (eV): 9.047
Spin multiplicity: 1
Total energy (eV): -8736.0839
LUMO (spin up / spin down) (eV): -1.02 / -0.93
Molecular weight (g/mol): 85.06
Gap between HOMO and LUMO (spin up / spin down) (eV): 8.44 / 8.31

XYZ file:
```
9
Properties=species:S:1:pos:R:3:lowdin_charge:R:1
C 1.15 0.39 0.82 0.008
C 0.08 -0.12 0.31 -0.034
C 1.22 -0.41 -0.56 -0.112
N -2.14 0.09 0.06 -0.291
O -2.66 0.72 0.94 0.080
O -2.42 -0.31 -0.99 0.118
H 1.69 1.04 1.47 0.084
H 1.32 0.07 -1.44 0.024
H 1.75 -1.48 -0.62 0.123
```


No. 13
Density functional theory data (ωB97M-V/def2-TZVPD) for a cluster of 2 separate species, C3H3NO2 in total.

Values from the calculation:
SMILES string: C=C=O.N=C=O
Energy relative to the best compared isomer or geometry (same formula, charge and spin) (eV): 1.929
Spin multiplicity: 1
Total energy (eV): -8743.2021
LUMO (eV): 0.59
Molecular weight (g/mol): 85.06
Gap between HOMO and LUMO (eV): 10.16

XYZ file:
```
9
Properties=species:S:1:pos:R:3:lowdin_charge:R:1
C 0.43 0.50 1.04 -0.002
C 0.86 0.59 -0.17 -0.307
O 1.36 0.51 -1.22 0.137
H 0.28 -0.51 1.60 0.111
H 0.07 1.40 1.53 0.059
N 2.39 -2.03 -0.86 0.229
C 1.47 -2.62 -0.44 -0.465
O 0.71 -3.23 0.14 0.179
H 2.65 -1.52 -1.64 0.060
```


No. 14
Density functional theory data (ωB97M-V/def2-TZVPD) for a structure of composition C3H3NO2.

Values from the calculation:
Energy relative to the best compared isomer or geometry (same formula, charge and spin) (eV): 4.876
Spin multiplicity: 1
Total energy (eV): -8740.2551
LUMO (spin up / spin down) (eV): -0.62 / -0.62
Molecular weight (g/mol): 85.06
Gap between HOMO and LUMO (spin up / spin down) (eV): 8.72 / 8.72

XYZ file:
```
9
Properties=species:S:1:pos:R:3:lowdin_charge:R:1
C -1.38 0.00 0.21 -0.135
O -0.82 0.87 -0.50 -0.083
C 0.99 0.62 -0.68 -0.112
O 1.62 1.36 -1.29 0.237
C 1.16 -0.68 0.32 -0.324
N 2.24 -1.00 0.69 0.136
H 0.06 -0.97 0.49 0.071
H -1.51 0.15 1.29 0.105
H -1.96 -0.80 -0.27 0.105
```


No. 15
Density functional theory data (ωB97M-V/def2-TZVPD) for a cluster of 3 separate species, C3H3NO2 in total.

Values from the calculation:
Energy relative to the best compared isomer or geometry (same formula, charge and spin) (eV): 2.626
Spin multiplicity: 1
Total energy (eV): -8742.5047
LUMO (eV): -0.08
Molecular weight (g/mol): 85.06
Gap between HOMO and LUMO (eV): 11.19

XYZ file:
```
9
Properties=species:S:1:pos:R:3:lowdin_charge:R:1
C -1.81 0.05 0.18 -0.094
O -0.90 0.51 -0.47 -0.070
C 1.54 1.08 -1.27 0.010
O 1.18 1.96 -1.88 0.049
C 1.46 -1.08 0.81 -0.123
N 2.42 -1.38 1.37 0.056
H 0.58 -0.76 0.29 -0.012
H -1.66 -0.29 1.22 0.092
H -2.81 -0.07 -0.25 0.091
```


No. 16
Density functional theory data (ωB97M-V/def2-TZVPD) for an isolated molecule of C3H3NO2.

Values from the calculation:
Energy relative to the best compared isomer or geometry (same formula, charge and spin) (eV): 4.532
Spin multiplicity: 1
Total energy (eV): -8740.5991
LUMO (eV): -0.42
Molecular weight (g/mol): 85.06
Gap between HOMO and LUMO (eV): 8.08

XYZ file:
```
9
Properties=species:S:1:pos:R:3:lowdin_charge:R:1
C -0.29 0.44 0.52 -0.437
C -0.29 -0.35 -0.66 0.044
O 0.78 0.18 1.19 0.114
O -0.96 1.51 0.85 0.199
C 1.37 -0.75 0.05 -0.374
N 2.34 -1.37 -0.14 0.092
H -1.76 1.60 0.31 0.148
H -0.56 0.10 -1.62 0.103
H -0.64 -1.36 -0.50 0.112
```


No. 17
Density functional theory data (ωB97M-V/def2-TZVPD) for an isolated molecule of C3H3NO2.

Values from the calculation:
Energy relative to the best compared isomer or geometry (same formula, charge and spin) (eV): 7.244
Spin multiplicity: 1
Total energy (eV): -8737.8877
LUMO (spin up / spin down) (eV): -0.57 / -0.57
Molecular weight (g/mol): 85.06
Gap between HOMO and LUMO (spin up / spin down) (eV): 7.96 / 7.96

XYZ file:
```
9
Properties=species:S:1:pos:R:3:lowdin_charge:R:1
C -0.71 1.08 -0.20 0.179
C 1.09 -0.04 -0.08 0.122
C -1.54 -0.02 -0.02 -0.627
N -0.77 -1.24 -0.06 0.068
O -2.75 -0.13 0.00 0.012
O 0.58 -1.21 -0.08 -0.028
H -0.63 2.08 0.15 0.033
H 2.12 0.14 -0.28 0.079
H -1.20 -2.13 0.16 0.162
```


No. 18
Density functional theory data (ωB97M-V/def2-TZVPD) for a cluster of 2 separate species, C3H3NO2 in total.

Values from the calculation:
Energy relative to the best compared isomer or geometry (same formula, charge and spin) (eV): 2.341
Spin multiplicity: 1
Total energy (eV): -8742.7900
LUMO (eV): 0.48
Molecular weight (g/mol): 85.06
Gap between HOMO and LUMO (eV): 10.27

XYZ file:
```
9
Properties=species:S:1:pos:R:3:lowdin_charge:R:1
O 2.14 -1.48 2.14 0.028
C 1.94 -0.85 1.21 -0.001
C 0.19 0.87 -1.34 0.005
N -0.60 0.37 -0.52 0.064
C -1.37 -0.21 0.40 -0.379
O -0.96 -0.88 1.34 -0.021
H 0.61 1.87 -1.20 0.086
H 0.49 0.32 -2.25 0.087
H -2.44 -0.02 0.22 0.132
```


No. 19
Density functional theory data (ωB97M-V/def2-TZVPD) for an isolated molecule of C3H3NO2.

Values from the calculation:
SMILES string: N#C[C@@H](O)C=O
Energy relative to the best compared isomer or geometry (same formula, charge and spin) (eV): 1.894
Spin multiplicity: 1
Total energy (eV): -8743.2371
LUMO (eV): -0.12
Molecular weight (g/mol): 85.06
Gap between HOMO and LUMO (eV): 10.83

XYZ file:
```
9
Properties=species:S:1:pos:R:3:lowdin_charge:R:1
N -1.27 1.96 -1.10 0.170
C -0.59 1.26 -0.48 -0.143
C 0.25 0.33 0.32 -0.347
O -0.36 -0.05 1.52 0.007
C 0.57 -0.92 -0.52 -0.177
O -0.29 -1.73 -0.74 0.094
H 1.18 0.85 0.59 0.151
H -1.09 -0.66 1.29 0.111
H 1.60 -1.05 -0.88 0.134
```


No. 20
Density functional theory data (ωB97M-V/def2-TZVPD) for a cluster of 2 separate species, C3H3NO2 in total.

Values from the calculation:
Energy relative to the best compared isomer or geometry (same formula, charge and spin) (eV): 4.814
Spin multiplicity: 1
Total energy (eV): -8740.3172
LUMO (eV): -0.27
Molecular weight (g/mol): 85.06
Gap between HOMO and LUMO (eV): 9.21

XYZ file:
```
9
Properties=species:S:1:pos:R:3:lowdin_charge:R:1
O -1.17 -0.29 0.97 0.138
C -0.34 -1.00 0.24 -0.687
C -0.44 -2.27 -0.35 0.264
O 0.73 -0.65 -0.29 0.041
C 0.67 2.20 -0.59 -0.022
N -0.19 2.31 0.17 0.079
H -0.88 0.65 0.96 0.071
H 0.15 -3.02 0.19 0.039
H 1.48 2.07 -1.29 0.076
```